1.
{
  "formula": "C9H13NO",
  "method": "ωB97M-V/def2-TZVPD",
  "species": ["C", "N", "C", "C", "O", "H", "H", "H", "H", "H", "H", "H", "C", "C", "C", "C", "C", "C", "H", "H", "H", "H", "H", "H"],
  "coordinates": [[-2.369, -1.541, 0.409], [-1.391, -0.930, -0.458], [-1.645, 0.173, -1.250], [-0.497, 0.748, -1.977], [-2.732, 0.792, -1.469], [-3.381, -0.990, 0.283], [-2.735, -2.618, 0.181], [-1.994, -1.664, 1.478], [-0.342, -1.168, -0.586], [0.584, 0.447, -1.873], [-0.602, 1.863, -1.685], [-0.687, 0.787, -3.101], [0.374, 1.183, 0.833], [0.192, -0.179, 1.045], [1.295, -0.997, 1.078], [2.568, -0.504, 0.873], [2.756, 0.864, 0.651], [1.684, 1.708, 0.646], [-0.445, 1.864, 0.884], [-0.798, -0.619, 1.143], [1.168, -2.087, 1.180], [3.415, -1.188, 0.792], [3.750, 1.278, 0.496], [1.833, 2.780, 0.427]],
  "nbo_charge": [-0.456, -0.657, 0.661, -0.744, -0.642, 0.265, 0.213, 0.201, 0.449, 0.225, 0.258, 0.253, -0.227, -0.217, -0.254, -0.203, -0.234, -0.200, 0.220, 0.232, 0.209, 0.215, 0.215, 0.217],
  "de_lowest_kj_mol": 270.5,
  "e_lumo_ev": 0.77,
  "charge": 0,
  "homo_lumo_gap_ev": 9.716,
  "total_energy_ev": -13079.2685
}


2.
{
  "formula": "C9H13NO",
  "method": "ωB97M-V/def2-TZVPD",
  "species": ["C", "C", "C", "C", "C", "C", "C", "H", "H", "H", "H", "H", "H", "H", "H", "C", "C", "N", "O", "H", "H", "H", "H", "H"],
  "coordinates": [[0.253, -0.985, 1.385], [1.420, -0.124, 1.001], [2.687, -0.722, 0.987], [3.811, 0.026, 0.683], [3.705, 1.356, 0.282], [2.448, 1.914, 0.145], [1.325, 1.168, 0.534], [-0.623, -0.322, 1.482], [0.419, -1.390, 2.346], [-0.216, -1.652, 0.658], [2.835, -1.742, 1.298], [4.784, -0.420, 0.859], [4.495, 1.860, -0.226], [2.247, 2.920, -0.149], [0.374, 1.694, 0.533], [-2.940, 0.233, -2.158], [-3.031, -0.857, -1.124], [-4.183, -0.899, -0.389], [-2.222, -1.762, -1.038], [-2.014, 0.104, -2.711], [-2.790, 1.203, -1.681], [-3.764, 0.116, -2.856], [-4.307, -1.640, 0.278], [-4.714, -0.080, -0.139]],
  "nbo_charge": [-0.647, -0.016, -0.198, -0.204, -0.233, -0.200, -0.216, 0.205, 0.216, 0.256, 0.207, 0.209, 0.211, 0.208, 0.200, -0.724, 0.673, -0.832, -0.610, 0.244, 0.230, 0.238, 0.397, 0.387],
  "de_lowest_kj_mol": 56.9,
  "e_lumo_ev": 0.76,
  "charge": 0,
  "homo_lumo_gap_ev": 9.674,
  "total_energy_ev": -13081.4819
}


3.
{
  "formula": "C9H13NO",
  "method": "ωB97M-V/def2-TZVPD",
  "species": ["C", "C", "C", "C", "C", "C", "C", "C", "C", "N", "O", "H", "H", "H", "H", "H", "H", "H", "H", "H", "H", "H", "H", "H"],
  "coordinates": [[0.765, -1.321, -1.483], [-0.285, 0.533, 0.941], [0.121, -0.171, -1.151], [-1.096, -0.537, 0.266], [0.888, 0.756, -0.119], [-2.488, -0.056, -0.111], [-0.871, -1.876, 0.942], [0.889, 2.235, -0.480], [2.234, 0.226, 0.367], [1.385, -2.273, -1.407], [-0.557, 1.222, 1.880], [-0.307, 0.211, -2.028], [-3.217, -0.313, 0.725], [-2.925, -0.638, -1.056], [-2.438, 0.928, -0.410], [-1.686, -2.067, 1.809], [0.148, -1.933, 1.323], [-0.986, -2.679, 0.235], [1.697, 2.441, -1.239], [1.160, 2.860, 0.440], [-0.228, 2.393, -0.748], [2.162, -0.839, 0.781], [2.688, 0.853, 1.026], [2.947, 0.045, -0.506]],
  "nbo_charge": [0.267, 0.617, -0.348, -0.026, -0.135, -0.619, -0.637, -0.609, -0.611, -0.333, -0.523, 0.245, 0.234, 0.219, 0.215, 0.236, 0.229, 0.236, 0.226, 0.235, 0.213, 0.224, 0.220, 0.224],
  "de_lowest_kj_mol": 323.5,
  "e_lumo_ev": 0.67,
  "charge": 0,
  "homo_lumo_gap_ev": 10.193,
  "total_energy_ev": -13078.7186
}


4.
{
  "formula": "C9H13NO2",
  "method": "ωB97M-V/def2-TZVPD",
  "species": ["C", "C", "C", "C", "C", "O", "C", "C", "H", "H", "H", "H", "H", "H", "H", "H", "C", "C", "N", "O", "H", "H", "H", "H", "H"],
  "coordinates": [[0.155, -3.472, 0.911], [-0.034, -1.996, 1.112], [1.073, -1.172, 1.295], [0.884, 0.188, 1.476], [-0.389, 0.696, 1.675], [-0.640, 1.926, 2.266], [-1.507, -0.100, 1.558], [-1.293, -1.419, 1.131], [1.153, -3.806, 1.222], [-0.028, -3.870, -0.087], [-0.479, -4.012, 1.627], [2.048, -1.634, 1.210], [1.748, 0.849, 1.532], [-0.042, 2.610, 1.944], [-2.534, 0.190, 1.699], [-2.141, -2.103, 1.127], [-0.183, 2.124, -1.393], [0.081, 2.291, -2.881], [0.856, 1.291, -3.409], [-0.317, 3.194, -3.575], [-1.165, 2.485, -1.145], [0.550, 2.703, -0.843], [-0.079, 1.067, -1.158], [0.969, 1.416, -4.385], [1.313, 0.556, -2.907]],
  "nbo_charge": [-0.631, -0.053, -0.185, -0.283, 0.283, -0.686, -0.250, -0.189, 0.214, 0.222, 0.217, 0.212, 0.215, 0.477, 0.231, 0.207, -0.716, 0.681, -0.840, -0.611, 0.242, 0.225, 0.221, 0.399, 0.398],
  "de_lowest_kj_mol": 52.0,
  "e_lumo_ev": 0.60,
  "charge": 0,
  "homo_lumo_gap_ev": 9.335,
  "total_energy_ev": -15129.0927
}


5.
{
  "formula": "C9H13NO2",
  "method": "ωB97M-V/def2-TZVPD",
  "species": ["C", "C", "C", "C", "C", "O", "C", "C", "H", "H", "H", "H", "H", "H", "H", "H", "C", "C", "N", "O", "H", "H", "H", "H", "H"],
  "coordinates": [[3.771, -0.536, -2.296], [2.279, -0.630, -2.054], [1.495, -1.508, -2.813], [0.145, -1.625, -2.539], [-0.422, -0.859, -1.527], [-1.770, -0.926, -1.263], [0.353, -0.008, -0.757], [1.703, 0.130, -1.040], [4.109, 0.453, -2.018], [4.079, -0.767, -3.310], [4.302, -1.214, -1.611], [2.046, -2.109, -3.530], [-0.502, -2.279, -3.120], [-2.078, -1.823, -1.436], [-0.171, 0.429, 0.087], [2.342, 0.738, -0.412], [-0.710, 2.150, 2.699], [-1.781, 1.379, 3.444], [-2.587, 0.573, 2.679], [-1.929, 1.455, 4.645], [-1.228, 2.757, 1.970], [0.066, 1.552, 2.215], [-0.241, 2.821, 3.407], [-3.450, 0.311, 3.140], [-2.433, 0.518, 1.686]],
  "nbo_charge": [-0.627, -0.036, -0.193, -0.276, 0.289, -0.688, -0.261, -0.187, 0.215, 0.217, 0.217, 0.215, 0.211, 0.481, 0.213, 0.211, -0.724, 0.674, -0.841, -0.609, 0.224, 0.228, 0.243, 0.407, 0.397],
  "de_lowest_kj_mol": 28.6,
  "e_lumo_ev": 0.62,
  "charge": 0,
  "homo_lumo_gap_ev": 9.318,
  "total_energy_ev": -15129.3352
}


6.
{
  "formula": "C9H13O4PSc",
  "method": "ωB97M-V/def2-TZVPD",
  "species": ["Sc", "O", "C", "C", "O", "C", "O", "C", "O", "C", "H", "H", "C", "H", "H", "C", "P", "C", "C", "H", "H", "H", "H", "H", "H", "H", "H", "H"],
  "coordinates": [[-0.172, 0.203, 0.827], [0.379, 3.706, 1.005], [0.176, 2.555, 1.040], [0.135, -2.162, 0.743], [0.381, -3.281, 0.567], [2.185, -0.003, 1.054], [3.342, -0.126, 0.901], [-2.496, -0.338, 0.445], [-3.599, -0.547, 0.095], [0.125, 0.730, -4.126], [-0.873, 1.205, -4.016], [1.112, 1.259, -4.063], [0.149, -0.630, -4.092], [1.166, -1.126, -3.943], [-0.837, -1.156, -3.971], [1.315, 0.606, 4.034], [-0.160, 0.092, 3.161], [-0.812, -1.491, 3.717], [-1.595, 1.325, 3.374], [2.132, -0.077, 3.798], [1.161, 0.615, 5.115], [1.670, 1.588, 3.721], [-1.153, -1.399, 4.757], [-1.622, -1.848, 3.063], [-0.012, -2.239, 3.688], [-1.924, 1.282, 4.447], [-1.287, 2.394, 3.131], [-2.432, 1.053, 2.660]],
  "nbo_charge": [1.407, -0.215, 0.439, 0.446, -0.225, 0.446, -0.227, 0.438, -0.213, -0.388, 0.211, 0.221, -0.389, 0.219, 0.211, -0.964, 0.800, -0.954, -0.922, 0.285, 0.326, 0.290, 0.323, 0.273, 0.291, 0.337, 0.279, 0.256],
  "de_lowest_kj_mol": 0.0,
  "e_lumo_ev": -14.48,
  "charge": 3,
  "homo_lumo_gap_ev": 3.399,
  "total_energy_ev": -47688.4222
}


7.
{
  "formula": "C9H13O5P",
  "method": "ωB97M-V/def2-TZVPD",
  "species": ["C", "C", "C", "C", "C", "C", "C", "C", "C", "O", "O", "O", "O", "O", "P", "H", "H", "H", "H", "H", "H", "H", "H", "H", "H", "H", "H", "H"],
  "coordinates": [[-1.808, -2.634, 1.207], [-2.143, -4.004, 1.123], [-1.357, -2.238, -0.078], [-1.616, -3.307, -0.907], [-1.505, 1.609, -0.394], [2.519, -0.040, -0.653], [-0.873, 1.080, 0.886], [1.116, -0.092, -0.012], [0.624, 1.025, 0.874], [1.283, 2.389, 0.599], [1.021, 2.535, 3.180], [2.990, 1.278, 2.240], [-1.968, -4.437, -0.145], [-1.624, -3.397, -2.184], [1.646, 1.815, 2.087], [-2.041, -1.990, 1.917], [-2.771, -4.593, 1.865], [-1.167, 2.646, -0.414], [-0.994, 1.143, -1.350], [-2.557, 1.546, -0.376], [2.891, -0.986, -0.909], [3.284, 0.417, -0.111], [2.435, 0.548, -1.555], [-1.214, 1.823, 1.662], [-1.095, 0.113, 1.295], [0.348, -0.304, -0.824], [1.256, -1.004, 0.574], [-1.115, -1.269, -0.566]],
  "nbo_charge": [-0.296, -0.054, -0.526, 0.635, -0.617, -0.594, -0.420, -0.423, -0.166, -0.857, -1.171, -1.174, -0.507, -0.801, 2.373, 0.183, 0.153, 0.210, 0.194, 0.197, 0.185, 0.230, 0.177, 0.210, 0.222, 0.196, 0.227, 0.212],
  "de_lowest_kj_mol": 0.0,
  "e_lumo_ev": 5.95,
  "charge": -2,
  "homo_lumo_gap_ev": 5.984,
  "total_energy_ev": -29070.3124
}


8.
{
  "formula": "C9H14",
  "method": "ωB97M-V/def2-TZVPD",
  "species": ["C", "C", "C", "C", "C", "C", "C", "H", "H", "H", "H", "H", "H", "H", "H", "C", "C", "H", "H", "H", "H", "H", "H"],
  "coordinates": [[-0.651, -0.085, -2.711], [0.116, -1.369, 0.806], [0.212, -1.097, -0.544], [-1.024, -0.940, 1.566], [-0.769, -0.362, -1.246], [-2.043, -0.267, 0.841], [-1.958, -0.003, -0.506], [0.952, -1.894, 1.267], [1.092, -1.448, -1.076], [-1.007, -0.906, 2.653], [-2.957, 0.026, 1.362], [-1.624, 0.093, -3.182], [-0.175, -0.923, -3.255], [-2.805, 0.449, -1.022], [-0.042, 0.806, -2.974], [2.387, 1.188, 1.597], [2.401, 1.961, 0.292], [2.501, 1.755, 2.525], [1.419, 0.696, 1.652], [3.173, 0.424, 1.593], [2.307, 1.217, -0.512], [3.266, 2.595, 0.101], [1.520, 2.589, 0.202]],
  "nbo_charge": [-0.608, -0.295, -0.253, -0.457, -0.223, -0.235, -0.296, 0.176, 0.168, 0.171, 0.171, 0.182, 0.173, 0.170, 0.167, -0.618, -0.609, 0.180, 0.249, 0.187, 0.220, 0.177, 0.204],
  "spin_multiplicity": 2,
  "de_lowest_kj_mol": 13.8,
  "e_lumo_ev": [3.94, 3.89],
  "s2": 0.76,
  "charge": -1,
  "homo_lumo_gap_ev": [3.025, 7.155],
  "total_energy_ev": -9558.6544
}